# 1
ORCA calculation (ωB97M-V/def2-TZVPD) on a molecular structure, C16H34BHfNP2.

Structure (XYZ):
```
55
Properties=species:S:1:pos:R:3:forces:R:3:lowdin_charge:R:1
Hf 0.9548 1.1099 -3.7252 0.003 5.602 4.042 1.443
P 0.9828 -0.7813 -4.9922 -0.132 -3.315 -0.429 0.872
P -2.6459 -0.1716 -4.7899 -0.585 0.006 -1.498 0.891
N 2.4568 0.0487 -2.6315 -0.229 -0.148 -0.244 -0.039
C -3.0999 -0.0393 -0.3556 0.252 -0.118 0.514 -0.065
C -1.6253 -0.5462 -2.4616 1.454 -0.565 3.770 -0.316
C 2.1846 -0.2971 -1.5348 -1.049 0.885 -0.926 -0.153
C -4.0786 0.9337 -4.9107 -0.139 0.360 -0.828 -0.221
C -3.7925 -2.5000 -0.8929 -0.376 -0.330 0.087 -0.167
C -0.9283 -1.8852 -2.3326 0.421 1.861 -1.587 -0.109
C -2.4851 -3.3351 -1.1112 -1.598 0.657 -0.355 -0.109
C 1.6826 3.0075 -2.6501 0.628 -0.263 -0.113 -0.283
C -1.7726 0.1512 -1.1137 -0.471 0.287 0.378 -0.173
C -3.8303 -1.1584 -0.2027 0.376 1.027 -0.053 -0.091
C -1.5021 -0.2552 -6.2150 -0.762 0.264 -0.978 -0.393
C -3.5638 -1.7739 -4.9293 0.418 -0.223 0.132 -0.209
C -0.3581 -1.2958 -6.0267 -0.557 0.598 -0.864 -0.382
C 1.5911 1.5631 -5.9275 0.500 -0.838 -0.191 -0.208
C 2.1649 -2.0726 -4.8083 0.567 -0.594 -0.704 -0.237
C -1.6943 -2.9832 -2.3567 -0.653 -1.234 1.028 -0.025
B 1.5444 -0.4543 -0.1764 0.510 -0.489 0.972 -0.371
H 0.8132 2.1050 -6.4793 0.083 -0.243 0.059 0.031
H -0.9037 0.1173 -3.1716 -2.194 -1.723 1.546 -0.022
H -4.0351 -1.7901 -5.9234 0.049 -0.051 0.279 0.073
H 2.5903 -2.2265 -5.8100 0.126 -0.601 0.276 0.081
H -0.7108 -2.2246 -5.5471 0.127 0.086 -0.530 0.094
H 2.1225 2.6692 -1.6790 -0.492 0.183 -0.474 0.002
H -1.6070 1.2238 -1.3194 -0.259 -0.181 0.476 0.114
H -1.1568 0.7915 -6.2777 0.166 -0.506 -0.360 0.056
H -2.6500 -0.7790 -2.9138 1.685 1.068 0.461 0.060
H 1.6039 -2.9463 -4.4416 0.314 -0.066 -0.383 0.080
H -3.4128 0.8347 0.2534 0.375 -0.659 -0.455 0.120
H 0.1301 -1.8851 -2.5494 0.664 -0.107 -1.286 0.066
H -4.4133 1.2193 -3.9034 0.244 -0.115 -0.221 0.063
H 0.9354 0.5485 0.1118 -0.001 0.087 -0.500 0.062
H 0.1871 -1.5102 -6.9557 -0.682 -0.343 -0.357 0.113
H 2.5008 3.6243 -3.0849 -0.570 -0.302 0.061 0.008
H -4.6647 -1.1122 0.5224 0.486 0.253 -0.589 0.122
H -4.9133 0.4388 -5.4261 0.198 0.248 0.041 0.062
H 0.9718 -1.5057 -0.0318 -0.014 0.040 -0.210 0.052
H 2.2216 0.9433 -6.6140 -0.651 0.618 0.361 0.041
H -1.9454 -3.1983 -0.1685 0.609 -0.165 -0.554 0.137
H -4.3439 -1.8936 -4.1597 0.253 0.274 -0.261 0.064
H 0.8429 3.7035 -2.4207 0.277 -0.333 -0.148 0.003
H -4.4275 -3.0713 -0.2141 0.011 -0.526 -0.518 0.117
H -3.7908 1.8352 -5.4587 -0.219 0.069 0.125 0.056
H -2.7795 -4.3893 -1.2143 0.070 0.334 0.114 0.130
H -0.9082 -0.2312 -0.5434 -0.594 0.654 0.276 0.068
H 2.9565 -1.8178 -4.0906 -0.361 0.071 -0.338 0.056
H -4.3062 -2.4133 -1.8569 -0.252 -0.132 0.193 0.101
H 2.2837 2.3064 -5.4901 -0.011 -0.115 0.026 0.021
H -2.1473 -0.4505 -7.0799 0.753 -0.264 -0.432 0.097
H 2.5171 -0.4140 0.5146 0.325 -0.154 0.438 0.062
H -2.8980 -2.6405 -4.8418 -0.154 0.143 -0.168 0.029
H -1.8008 -3.5757 -3.2776 1.065 -0.973 0.901 0.126
```
Forces are in eV/Å.

Output
**Total charge**: +2
**Max |F|**: 6.91 eV/Å
**Kohn-Sham gap (spin up / spin down)**: 4.21 / 4.20 eV
**LUMO (spin up / spin down)**: -9.60 / -9.59 eV
**Relative energy (zero: lowest compared OMol25 entry of this formula, charge and spin)**: 0.0 kJ/mol
**Calculated total energy**: -1439.30096 Ha

# 2
ORCA calculation (ωB97M-V/def2-TZVPD) on 3 unconnected molecules or ions with the total composition C16H34FIN2O6.

Structure (XYZ):
```
60
Properties=species:S:1:pos:R:3:forces:R:3:lowdin_charge:R:1
I 1.8256 -1.9452 3.7477 0.072 -0.070 -0.064 0.779
F -1.8972 -2.3835 -0.2403 0.007 -0.155 0.027 0.137
O 1.7066 -0.0549 -1.8529 -0.194 -0.117 0.078 -0.130
O 3.2375 3.4795 0.9019 -0.095 -0.152 -0.026 -0.063
O -5.3254 0.6634 1.3575 -0.050 0.051 0.102 -0.052
O -0.6964 -0.3199 1.6424 0.255 -0.215 -0.375 0.105
O 1.8368 0.3015 1.7677 0.129 -0.019 0.025 -0.194
O -3.1046 -0.5878 -0.6523 0.548 -0.273 0.200 0.203
N 1.5825 -1.5412 -3.6331 -0.303 -0.153 0.371 -0.027
N -0.7747 -0.4367 -0.6084 0.204 -0.899 0.230 0.195
C 2.3524 4.4253 2.9506 0.047 -0.087 0.011 -0.057
C 1.5016 5.1643 0.6981 0.032 -0.062 -0.088 -0.058
C -4.0296 2.6222 1.9523 -0.024 0.019 -0.078 -0.060
C -4.5543 0.8393 3.6501 -0.049 -0.067 -0.010 -0.060
C -0.0775 -0.4062 0.6079 -0.505 0.550 0.453 -0.366
C 0.6136 -2.6425 -3.7459 0.205 0.072 -0.274 -0.235
C 2.1278 -1.3349 -2.3066 -0.015 -0.037 -0.278 -0.249
C 2.7252 -0.3422 2.6058 0.040 0.260 0.006 -0.623
C 2.1921 0.2593 -0.5668 0.024 -0.036 -0.013 -0.124
C 2.0610 4.0116 1.5170 0.009 0.188 0.074 -0.503
C 1.4574 -0.4145 0.6069 0.051 0.343 0.059 -0.243
C -2.0405 -1.0777 -0.4950 -0.652 0.717 -0.210 -0.483
C -1.0510 -5.2108 -3.4036 0.154 -0.225 -0.052 -0.096
C 1.2156 -3.9962 -3.4023 -0.219 0.020 0.333 -0.222
C 0.3912 -5.1614 -3.9408 -0.078 0.250 0.166 -0.253
C -5.0373 1.5779 2.4105 0.171 -0.017 0.036 -0.502
H 2.1419 1.3333 -0.4169 -0.116 0.139 -0.132 0.131
H 1.3458 3.1876 1.5203 0.032 -0.068 -0.017 0.129
H 1.4537 4.7917 3.4475 -0.007 0.009 -0.007 0.082
H 2.2362 -4.0308 -3.7774 0.105 -0.038 -0.157 0.116
H 3.0689 0.3699 3.3441 -0.057 0.088 0.043 0.055
H -4.3951 3.1430 1.0673 -0.024 0.002 0.007 0.078
H 1.7873 -1.4490 0.7203 -0.240 -0.266 -0.118 0.131
H -5.9892 2.0652 2.6281 -0.041 0.001 -0.014 0.134
H -3.0829 2.1411 1.6909 0.022 -0.018 0.048 0.074
H 3.9027 4.1753 0.8904 0.034 0.026 -0.022 0.085
H 1.2755 -4.1084 -2.3156 0.083 0.017 0.060 0.105
H -1.2318 -4.4865 -2.6148 0.004 0.143 0.100 0.055
H 2.2260 5.9822 0.6498 -0.009 0.023 0.047 0.081
H 0.8965 -6.0829 -3.6668 0.129 -0.135 -0.144 0.099
H 1.2928 4.8436 -0.3226 -0.015 -0.015 0.007 0.079
H 3.2202 -1.3675 -2.3322 0.128 0.108 0.076 0.131
H -4.5020 0.2175 1.1292 -0.010 -0.045 -0.146 0.056
H 3.2456 -0.0276 -0.5143 0.120 0.063 0.183 0.136
H 1.7884 -2.1103 -1.6094 -0.049 -0.117 -0.001 0.118
H -4.3747 1.5274 4.4778 0.008 0.010 -0.005 0.077
H -5.2907 0.0999 3.9649 -0.020 0.016 -0.002 0.078
H -3.6203 0.3127 3.4349 0.037 0.042 -0.001 0.078
H 2.7446 3.5824 3.5197 -0.022 -0.014 -0.003 0.074
H -1.2595 -6.1892 -2.9791 -0.098 -0.087 0.021 0.067
H 0.5807 5.5498 1.1366 -0.001 0.001 0.015 0.081
H -1.7789 -5.0443 -4.1914 -0.128 0.113 -0.043 0.070
H 0.3749 -5.0891 -5.0268 0.053 -0.155 -0.138 0.102
H 0.2936 -2.6717 -4.7882 -0.012 0.072 -0.090 0.123
H -0.2484 -0.8296 -1.3783 0.255 0.329 -0.242 0.115
H -0.2963 -2.4721 -3.1598 -0.105 0.015 0.194 0.100
H 3.1028 5.2207 2.9700 -0.029 0.045 -0.008 0.082
H -3.8354 3.3569 2.7356 0.004 -0.009 0.013 0.077
H 3.5797 -0.7518 2.0727 0.003 -0.265 -0.009 0.064
H 1.1091 -0.6781 -3.8750 0.205 0.083 -0.217 0.114
```
Forces are in eV/Å.

Output
**Total charge**: 0
**Max |F|**: 0.99 eV/Å
**Kohn-Sham gap**: 9.93 eV
**LUMO**: 0.35 eV
**SMILES**: CCCCNCOC[C@@H](OCI)C(=O)NC(=O)F.CC(C)O.CC(C)O
**Calculated total energy**: -1588.52035 Ha

# 3
ORCA calculation (ωB97M-V/def2-TZVPD) on a gas-phase ion, C16H34NO (charge +1).

Structure (XYZ):
```
52
Properties=species:S:1:pos:R:3:forces:R:3:lowdin_charge:R:1
O 3.3003 2.9741 -1.6998 -0.030 -0.095 0.129 -0.186
N -2.6431 -2.6185 1.5648 -0.424 -0.246 0.263 0.099
C 2.8269 -0.6796 -0.9912 0.230 0.129 -0.428 -0.190
C 2.4360 3.9714 -2.1982 -0.041 -0.289 0.002 -0.113
C 1.0259 -2.3061 -1.6658 -0.372 0.264 -0.171 -0.194
C 2.8483 1.6734 -2.0499 0.289 0.483 0.241 -0.253
C -1.4249 -1.9099 -1.2398 -0.466 -0.122 0.702 -0.141
C -1.7097 -1.6184 2.1943 0.115 0.392 0.622 -0.089
C -1.0354 2.1681 2.1649 0.925 0.382 0.265 -0.242
C -2.5680 -1.1823 -0.4816 0.654 0.094 -0.130 -0.276
C -0.0413 -1.9111 -0.6126 0.767 -0.332 -0.692 -0.203
C 3.5691 0.6546 -1.1978 -0.137 0.034 0.432 -0.157
C -1.0046 0.6940 2.5426 -0.484 0.232 0.086 -0.179
C 0.3003 2.8239 2.5548 -0.319 -0.714 -0.111 -0.090
C -3.4039 -2.1032 0.3773 0.108 0.395 -0.563 -0.086
C 1.8618 -1.1033 -2.0971 0.238 -0.685 0.511 -0.212
C -2.1478 0.0634 0.3215 -0.488 -0.155 0.113 -0.109
C -2.0381 -0.1807 1.8344 0.087 -0.191 -0.270 -0.295
H 1.7773 1.6274 -1.8474 -0.287 -0.051 -0.132 0.105
H -3.2593 -0.8290 -1.2381 -0.189 -0.070 -0.225 0.144
H -0.6819 -1.8638 1.9811 0.140 -0.211 -0.438 0.115
H 0.0423 -2.6292 0.2001 -0.211 -0.006 0.280 0.099
H -2.9412 0.7911 0.1897 -0.025 0.306 -0.047 0.128
H 2.4546 -1.4200 -2.9494 -0.021 0.279 -0.403 0.122
H -0.0050 0.2941 2.3752 0.159 -0.073 -0.179 0.118
H 1.6532 -3.1262 -1.3277 0.171 -0.010 0.175 0.114
H 0.3658 3.8475 2.2123 0.014 0.241 0.129 0.075
H 1.1655 -0.3224 -2.3866 0.042 0.271 -0.198 0.103
H -1.7054 -2.9576 -1.3550 -0.162 -0.155 -0.251 0.118
H 3.6965 1.1238 -0.2258 0.083 0.074 0.180 0.112
H 4.5742 0.4881 -1.5643 0.166 -0.061 -0.266 0.115
H 3.0442 1.5116 -3.1122 -0.285 -0.105 -0.187 0.133
H -4.2651 -1.5525 0.7328 -0.208 -0.069 0.321 0.142
H -2.1711 -3.4902 1.3206 0.226 0.190 -0.044 0.183
H -1.3978 -1.5103 -2.2461 0.254 0.228 -0.176 0.123
H 1.4423 3.8948 -1.7468 -0.149 -0.127 0.033 0.080
H -1.2559 0.5242 -0.0809 0.281 -0.083 -0.121 0.111
H 0.2496 -0.9353 -0.2381 -0.161 0.166 0.278 0.089
H -1.8180 -1.7123 3.2689 -0.058 -0.226 0.200 0.140
H -3.7342 -2.9428 -0.2197 -0.150 -0.325 0.135 0.138
H -1.1511 2.3135 1.0978 -0.290 -0.018 -0.212 0.094
H -1.8215 2.6939 2.6955 -0.428 -0.031 -0.125 0.115
H 3.5788 -1.4617 -0.9421 0.098 -0.217 0.215 0.113
H 2.3292 -0.6876 -0.0229 -0.162 0.141 0.106 0.098
H 2.3299 3.8761 -3.2802 -0.009 0.179 -0.147 0.089
H 2.8287 4.9429 -1.9337 0.278 0.145 -0.055 0.087
H 0.5130 -2.6685 -2.5529 -0.117 -0.253 -0.122 0.106
H -3.0164 0.0248 2.2654 -0.190 0.142 0.122 0.149
H -3.3289 -2.8798 2.2746 0.038 -0.086 -0.078 0.183
H 0.4497 2.7447 3.6274 0.054 0.287 0.184 0.078
H 1.0986 2.2495 2.0937 0.293 0.082 -0.154 0.067
H -1.1926 0.6311 3.6136 0.155 -0.130 0.204 0.128
```
Forces are in eV/Å.

Output
**Total charge**: +1
**Max |F|**: 1.09 eV/Å
**Kohn-Sham gap**: 8.53 eV
**LUMO**: -3.18 eV
**SMILES**: CCC[C@@H]1C[NH2+]C[C@H](CCCCCCCOC)C1
**Calculated total energy**: -759.77062 Ha

# 4
ORCA calculation (ωB97M-V/def2-TZVPD) on 3 unconnected molecules or ions with the total composition C16H34NO5P.

Structure (XYZ):
```
57
Properties=species:S:1:pos:R:3:forces:R:3:lowdin_charge:R:1
P 2.1213 2.1181 -0.8290 0.068 0.197 -0.034 0.800
O 5.7548 0.4508 -1.6953 -0.196 0.237 0.445 -0.183
O 0.0131 -2.0532 0.5965 -0.008 -0.040 0.070 -0.001
O -1.1175 -1.1511 2.3056 0.149 0.094 -0.063 0.113
O -5.0574 0.5241 1.0632 -0.029 0.020 -0.004 0.020
O -5.7774 -1.5951 1.1359 -0.023 0.036 -0.103 0.114
N -1.5630 -0.1057 -2.5318 -0.056 -0.159 0.579 0.003
C 4.1081 1.7004 -2.9059 0.357 0.145 0.059 -0.260
C -1.8191 0.3837 -1.1444 -0.217 0.183 -0.886 -0.263
C -5.1324 -0.7102 1.6182 0.064 -0.153 0.123 -0.487
C 3.6072 2.7074 -1.8789 0.111 -0.290 0.101 -0.400
C -0.3039 -4.3471 1.0191 -0.076 -0.002 0.080 -0.145
C -1.2962 -3.5422 1.8566 0.327 -0.165 -0.120 -0.068
C -4.2856 -0.7578 2.8749 -0.105 0.283 0.062 -0.073
C -0.6227 2.3326 0.0786 0.054 -0.071 -0.439 -0.278
C -1.5533 1.8946 -1.0599 -0.304 -0.011 0.559 -0.204
C 0.0887 -3.3372 -0.0515 0.048 -0.133 -0.042 -0.146
C -4.1294 1.3414 1.8011 0.144 0.078 0.049 -0.149
C 0.6536 1.5205 0.2167 0.192 0.266 0.269 -0.407
C 4.4902 0.3536 -2.3209 0.020 -0.164 -0.472 -0.274
C -0.8188 -2.1172 1.6650 -0.152 -0.045 -0.028 -0.479
C 5.9946 -0.4844 -0.6676 0.040 -0.192 -0.077 -0.112
C -4.0580 0.7183 3.1878 0.035 -0.116 0.058 -0.140
H -4.8723 1.0985 3.8068 -0.002 0.013 -0.007 0.117
H -1.0129 -0.9559 -2.4907 -0.102 0.006 -0.146 0.045
H 0.5676 -4.6036 1.6226 0.009 0.000 -0.015 0.119
H -0.3468 3.3770 -0.1000 -0.030 0.159 0.060 0.079
H 0.9676 1.5526 1.2608 0.194 0.024 0.115 0.068
H 1.6601 1.3302 -1.9352 -0.012 0.031 -0.084 0.028
H 3.7249 0.0102 -1.6231 0.023 -0.106 0.233 0.081
H -3.1191 0.9236 3.6978 0.048 -0.020 -0.080 0.117
H -3.3494 -1.2681 2.6406 -0.062 0.036 0.059 0.095
H -0.6039 -3.3374 -0.8963 -0.027 0.006 0.021 0.126
H -1.2904 -3.8066 2.9099 -0.144 0.076 0.035 0.129
H 5.0109 2.1028 -3.3673 0.067 -0.017 -0.208 0.109
H 1.1005 -3.4775 -0.4236 0.017 0.120 0.005 0.126
H 5.0744 -0.8477 -0.2076 -0.199 0.067 -0.010 0.077
H -4.8063 -1.2928 3.6639 0.001 -0.142 -0.067 0.126
H 3.0255 1.6071 0.1605 -0.082 -0.129 -0.123 0.020
H -0.7111 -5.2674 0.6064 -0.029 0.038 -0.042 0.118
H -3.1690 1.3093 1.2825 0.012 -0.016 0.061 0.096
H -1.2227 -0.1837 -0.4408 0.124 0.030 0.070 0.065
H -1.1729 2.3424 1.0173 -0.060 -0.134 0.167 0.088
H -2.8604 0.1937 -0.8899 -0.140 -0.067 0.131 0.097
H 6.5853 -0.0164 0.1166 0.123 0.129 -0.051 0.084
H 0.5048 0.4687 -0.0162 0.041 -0.137 0.014 0.040
H 4.4267 2.9073 -1.1858 0.034 0.113 0.169 0.067
H 3.3745 3.6542 -2.3647 -0.186 0.098 -0.094 0.062
H 4.5297 -0.3853 -3.1303 0.064 -0.112 0.010 0.121
H -4.4912 2.3670 1.8140 -0.105 -0.036 -0.135 0.128
H -2.3138 -3.6154 1.4681 -0.058 0.026 0.052 0.135
H 3.4029 1.5422 -3.7211 -0.283 0.008 0.044 0.103
H 1.7082 3.4820 -0.6781 -0.055 -0.029 0.069 0.018
H -2.4483 -0.3364 -2.9675 0.166 -0.056 -0.101 0.060
H -1.1999 2.2421 -2.0246 0.245 -0.085 -0.157 0.097
H -2.5098 2.3946 -0.8986 -0.079 0.159 -0.103 0.096
H 6.5397 -1.3556 -1.0402 0.043 -0.049 -0.076 0.083
```
Forces are in eV/Å.

Output
**Total charge**: 0
**Max |F|**: 0.93 eV/Å
**Kohn-Sham gap**: 8.24 eV
**LUMO**: 0.45 eV
**SMILES**: COCCC[PH3]CCCCN.O=C1CCCO1.O=C1CCCO1
**Calculated total energy**: -1402.24812 Ha